No. 1
{"formula": "C3H3O3P", "method": "ωB97M-V/def2-TZVPD", "spin_multiplicity": 1, "e_above_lowest_kcal_mol": 62.6, "gap_ev": [6.96, 6.93], "homo_ev": [-8.0, -7.9], "charge": 0, "elements": ["C", "C", "C", "O", "O", "O", "P", "H", "H", "H"], "coordinates": [[2.2183, 0.9996, -2.0809], [-0.7071, -1.3091, 1.6147], [-0.6137, -0.1464, 0.8974], [1.9353, 2.0329, -1.6355], [2.3496, -0.0607, -2.5029], [-1.8030, 0.2879, 0.4424], [-2.2239, 1.2126, -0.8339], [-1.7238, -1.6179, 1.5994], [0.2314, -1.7656, 1.9325], [0.3369, 0.3667, 0.5669]], "atomic_forces_ev_per_a": [[-1.2775, 0.7266, 0.4961], [1.7589, 2.9973, -1.8802], [1.4989, -2.3970, 0.8991], [0.5653, 0.1562, -0.0252], [0.6994, -0.8886, -0.4667], [-1.0953, 1.1971, -0.7517], [0.3349, -0.0873, 0.1988], [-0.3773, -1.0997, 0.7827], [-0.7949, -0.2506, 0.2491], [-1.3123, -0.3540, 0.4980]]}

=====

No. 2
{"formula": "C37H50BBr15Cl2IN2O7", "method": "ωB97M-V/def2-TZVPD", "spin_multiplicity": 1, "gap_ev": 7.88, "homo_ev": -11.4, "charge": 1, "elements": ["C", "C", "C", "C", "C", "C", "C", "Cl", "C", "C", "C", "O", "O", "N", "C", "Cl", "C", "O", "C", "C", "C", "C", "I", "C", "C", "O", "C", "C", "C", "C", "C", "C", "N", "C", "O", "C", "C", "C", "C", "C", "C", "C", "B", "O", "O", "H", "H", "H", "H", "H", "H", "H", "H", "H", "H", "H", "H", "H", "H", "H", "H", "H", "H", "H", "H", "H", "H", "H", "H", "H", "H", "H", "H", "H", "H", "H", "H", "H", "H", "H", "H", "H", "H", "H", "H", "H", "H", "H", "H", "H", "C", "Br", "Br", "Br", "H", "C", "Br", "Br", "Br", "H", "C", "Br", "Br", "Br", "H", "C", "Br", "Br", "Br", "H", "C", "Br", "Br", "Br", "H"], "coordinates": [[4.8858, 4.7309, -1.2572], [3.6742, 4.7341, -0.2771], [2.4085, 5.2109, -1.0090], [1.5628, 4.0815, -1.6037], [1.0658, 3.1509, -0.4639], [-0.3096, 2.5242, -0.7345], [-1.4464, 2.8271, 0.2829], [-2.4420, 4.1759, -0.4440], [-1.0480, 3.3912, 1.6523], [-2.2576, 3.6993, 2.5719], [-2.1302, 5.0922, 3.1285], [-1.7716, 5.2703, 4.2763], [-2.4467, 6.1482, 2.3157], [-2.4448, 1.7670, 0.4642], [-1.9530, 0.4036, 0.5936], [-3.3119, -0.6428, 0.0045], [-1.9254, 0.0825, 2.1252], [-3.2901, 0.0139, 2.5335], [-3.4007, 0.2141, 3.9345], [-4.6161, -0.4787, 4.5125], [-5.8492, -0.4087, 3.6125], [-0.6312, 0.1095, -0.1808], [0.9513, 0.3649, 1.3964], [-0.4562, -1.3776, -0.5114], [0.9056, -2.0811, -0.2871], [1.8992, -1.8838, -0.9523], [0.9229, -3.2030, 0.7299], [0.2973, -4.3210, 0.3464], [0.2716, -5.4064, 1.1384], [0.8856, -5.3224, 2.3310], [1.5071, -4.2141, 2.7054], [1.5406, -3.1328, 1.9202], [-0.3782, 1.0808, -1.2983], [0.8747, 0.8350, -2.0340], [0.7893, -0.2654, -2.8908], [1.8771, -0.3656, -3.7334], [1.6498, -0.9111, -4.9408], [2.6569, -1.0590, -5.8016], [3.9032, -0.6831, -5.4921], [4.1523, -0.1355, -4.2948], [3.1308, 0.0083, -3.4376], [-1.4766, 1.1842, -2.3582], [-2.2856, -0.0328, -2.9983], [-1.7351, -1.0707, -3.6696], [-3.6556, 0.0086, -2.9312], [5.6731, 5.3582, -0.8626], [5.2524, 3.7150, -1.3322], [4.5823, 5.0567, -2.2423], [3.8384, 5.4324, 0.5307], [3.5725, 3.7337, 0.1244], [1.7759, 5.6977, -0.2644], [2.6089, 5.9718, -1.7520], [2.1897, 3.5004, -2.2772], [0.7347, 4.5682, -2.1134], [1.0604, 3.8199, 0.3850], [1.8870, 2.4839, -0.2489], [-0.5787, 3.1138, -1.5919], [-0.5686, 4.3483, 1.4791], [-0.3470, 2.8014, 2.2279], [-2.1875, 3.0537, 3.4347], [-3.2122, 3.5621, 2.0822], [-3.3064, 6.5002, 2.5664], [-3.1861, 1.8269, -0.2158], [-1.5279, -0.9044, 2.3556], [-1.5329, 0.8971, 2.7179], [-3.4567, 1.2678, 4.2107], [-2.5028, -0.1843, 4.4119], [-4.4157, -1.4928, 4.8374], [-4.8656, 0.0675, 5.4183], [-5.6270, -0.7752, 2.6196], [-6.6233, -1.0014, 4.0823], [-6.2254, 0.6067, 3.5782], [-1.1162, -1.9414, 0.1338], [-0.7174, -1.6599, -1.5315], [-0.1698, -4.3782, -0.6246], [-0.1993, -6.3239, 0.8405], [0.8574, -6.1906, 2.9768], [1.9966, -4.2221, 3.6664], [2.0670, -2.2473, 2.2187], [1.1206, 1.6853, -2.6663], [1.7251, 0.6960, -1.3822], [0.6615, -1.2321, -5.2176], [2.4823, -1.5158, -6.7766], [4.7333, -0.8042, -6.1665], [5.1452, 0.1497, -4.0139], [3.3418, 0.4254, -2.4661], [-2.2432, 1.8943, -2.0933], [-0.9859, 1.6716, -3.1968], [-2.4057, -1.5414, -4.1721], [-3.9995, -0.8701, -2.7564], [3.0410, -2.3076, 6.5685], [1.8748, -3.8173, 6.8141], [4.8148, -2.8560, 6.0755], [2.3058, -1.0477, 5.3031], [3.1140, -1.7970, 7.5172], [3.0959, -4.0791, -9.1752], [1.4963, -4.7498, -10.0023], [2.9551, -2.1969, -8.7707], [3.5977, -5.1124, -7.6393], [3.8949, -4.1814, -9.8945], [0.7923, -7.7962, 6.6694], [0.1027, -9.5607, 6.3484], [2.5710, -7.8396, 7.3978], [0.7057, -6.7008, 5.0782], [0.1553, -7.3347, 7.4097], [2.6281, -6.8141, -3.8998], [1.8705, -7.5113, -2.2798], [2.9349, -4.9158, -3.8028], [4.2282, -7.7584, -4.3973], [1.9056, -6.9791, -4.6854], [-6.7936, 7.1033, 1.8249], [-8.6748, 7.4388, 1.9998], [-5.7912, 7.8903, 3.2695], [-6.4114, 5.2206, 1.6501], [-6.4658, 7.5797, 0.9131]], "atomic_forces_ev_per_a": [[-0.5404, -0.4460, 0.9232], [0.3416, 0.7209, -1.4824], [-0.5752, -0.5536, 0.9815], [0.4016, 0.0965, 0.4946], [0.8697, 0.5416, -0.3837], [0.4366, 0.9622, -0.3132], [-1.0720, -0.0842, 0.7572], [0.2139, -0.0998, -0.2265], [-0.2923, 0.8796, 0.1052], [0.6232, 0.0564, -0.2169], [-0.0102, 0.4534, 2.2194], [-0.3408, -0.1217, -1.4102], [0.2211, -0.7133, -0.5146], [0.7956, -0.2198, -0.6297], [-0.8138, 0.2344, 0.7705], [0.3737, -0.0079, -0.4889], [-1.9476, -0.4058, -0.0083], [0.0822, 0.2410, 0.0076], [0.1791, -0.4356, 0.4984], [-0.4617, 0.3897, -0.0606], [0.2996, -0.1108, 0.5846], [0.8466, -1.0453, 1.3614], [0.2745, 0.3613, -0.2890], [0.2115, -0.6865, -0.2386], [1.3110, -0.1527, -0.1488], [-0.6790, 0.4037, 0.2871], [-0.2913, 2.5816, -1.7704], [-1.5251, -0.8897, -2.2914], [-0.7435, -1.4932, -0.4841], [-0.7422, -2.9884, 0.9165], [1.6357, 0.4213, 2.9247], [1.0866, 1.9528, 0.2665], [-0.8200, 0.7155, 0.1360], [1.8039, -0.6736, -1.0848], [-0.8911, 0.5009, 0.7242], [-1.3124, -0.1942, 0.4353], [-2.5788, -0.6746, -0.3610], [-0.3433, -1.3148, -2.8397], [2.3852, -0.0333, -1.3255], [1.5404, 0.3532, 0.3217], [0.3101, 1.4920, 3.2666], [-0.3574, -0.3335, -0.9585], [-0.5086, -0.9339, 0.1301], [0.7705, 0.0144, -0.0702], [0.0840, 0.7751, 0.3525], [0.2766, 0.1320, -0.1960], [0.3700, -0.1299, -0.2022], [0.1010, 0.1889, -0.2348], [0.2636, -0.0291, 0.3492], [-0.2511, -0.0743, 0.3225], [-0.2160, 0.1833, 0.0013], [0.3281, 0.0703, -0.2092], [-0.1668, 0.0615, -0.5157], [-0.1819, -0.2760, -0.3412], [-0.5699, -0.2342, 0.5319], [-0.2006, -0.4575, 0.1267], [-0.4055, -0.2054, -0.4282], [0.3427, 0.0601, -0.1908], [0.1910, -0.3690, -0.3060], [-0.2636, -0.2044, 0.1752], [-0.1403, -0.0182, -0.1600], [-0.1786, 0.3405, 0.2286], [-0.0770, -0.0066, -0.0461], [0.7474, 0.0843, -0.0710], [0.8911, 0.0751, -0.2760], [0.0826, 0.3444, -0.4383], [0.1088, -0.0291, 0.1832], [0.1826, -0.3047, -0.2711], [0.0613, -0.0067, 0.3197], [-0.1409, -0.0540, -0.2216], [-0.2892, -0.2373, -0.1518], [-0.0119, 0.2728, -0.2894], [-0.3812, 0.1640, 0.1534], [-0.2300, 0.4010, -0.1651], [-0.1349, 0.0697, -0.2648], [-0.2161, -0.1957, -0.2022], [0.1977, 0.2041, -0.5245], [0.1699, 0.2440, 0.2158], [0.1899, 0.2312, 0.1464], [-0.4338, 0.5886, 0.2322], [-0.2624, -0.0377, 0.8116], [-0.3351, -0.0444, 0.0692], [-0.2123, 0.3747, 1.0552], [0.0097, -0.1681, -0.4004], [0.3490, 0.1820, 0.1490], [0.1361, 0.0634, 0.2384], [-0.0073, 0.1494, 0.7338], [0.2872, 0.0030, -0.1496], [-0.0087, -0.2242, -0.0708], [-0.4135, -0.0592, -0.2883], [0.0459, -0.0916, 0.0945], [0.0847, 0.1598, -0.0554], [-0.0749, 0.0152, -0.0365], [-0.0259, 0.0007, -0.0213], [-0.0134, 0.0601, -0.0057], [0.0515, -0.0499, -0.2003], [0.0127, 0.0435, 0.0513], [0.1847, -0.4623, -1.0251], [-0.0152, 0.0380, 0.1058], [-0.0004, 0.0146, -0.0354], [0.0031, -0.0191, 0.0812], [0.0353, 0.0556, -0.0208], [-0.0382, 0.0104, -0.0502], [-0.1158, -0.4860, 0.8133], [-0.0201, 0.0130, 0.0012], [0.0454, 0.0082, -0.1269], [-0.0152, 0.0292, 0.0817], [-0.0436, 0.0271, 0.0930], [-0.0198, 0.0368, -0.0004], [-0.0148, 0.0036, -0.0184], [-0.0689, 0.0381, -0.0197], [0.0723, -0.0432, 0.0226], [0.0670, -0.0640, -0.0168], [0.0312, 0.0073, 0.0124], [0.0238, -0.0028, -0.0194]]}

=====

No. 3
{"formula": "C16H20Br4F4O12", "method": "ωB97M-V/def2-TZVPD", "spin_multiplicity": 1, "e_above_lowest_kcal_mol": 5.8, "gap_ev": 10.67, "homo_ev": -10.6, "charge": 0, "elements": ["O", "C", "O", "C", "C", "F", "O", "H", "H", "H", "O", "C", "O", "C", "C", "F", "O", "H", "H", "H", "O", "C", "O", "C", "C", "F", "O", "H", "H", "H", "O", "C", "O", "C", "C", "F", "O", "H", "H", "H", "Br", "C", "C", "Br", "H", "H", "H", "H", "Br", "C", "C", "Br", "H", "H", "H", "H"], "coordinates": [[-2.3690, 0.0696, -8.0213], [-1.7327, -0.2279, -7.0799], [-1.7534, -1.3863, -6.3677], [-1.1167, -1.2187, -5.1149], [-0.2509, -0.0426, -5.4169], [0.9541, -0.5158, -5.8664], [-0.8949, 0.6056, -6.4609], [-1.8135, -1.1038, -4.2894], [-0.4266, -2.0499, -4.8527], [-0.1158, 0.7086, -4.6058], [0.5013, 2.2705, 4.8699], [-0.6155, 2.2191, 4.4752], [-1.5717, 3.1860, 4.2680], [-2.8464, 2.6416, 4.0795], [-2.4614, 1.3062, 3.5058], [-2.4236, 1.1740, 2.1053], [-1.1719, 1.0512, 3.9889], [-3.4011, 2.4612, 5.0529], [-3.4583, 3.2040, 3.3988], [-3.2679, 0.6243, 3.7604], [5.0175, -1.0887, -1.1405], [4.2795, -0.9943, -2.0076], [4.1844, -1.7074, -3.2303], [3.2293, -1.1358, -4.0757], [2.3558, -0.4072, -3.1346], [1.2342, -1.1494, -2.7656], [3.1101, -0.1494, -2.0290], [3.6329, -0.3685, -4.7758], [2.6445, -1.8545, -4.6203], [1.9457, 0.4933, -3.5231], [0.0065, -2.4265, 7.6465], [0.6489, -1.8979, 6.8315], [1.9594, -2.0001, 6.7082], [2.4191, -1.1981, 5.5271], [1.1273, -0.9477, 4.8164], [1.0287, -1.9037, 3.8359], [0.1583, -1.1213, 5.7763], [2.9468, -0.3125, 5.8891], [3.0939, -1.8155, 4.9568], [1.0810, 0.0346, 4.3462], [-2.4316, -3.5025, 1.0829], [-2.7498, -1.6424, 0.4322], [-2.5366, -1.5268, -1.0863], [-2.7570, 0.3248, -1.6887], [-2.1419, -1.0414, 1.0773], [-3.7949, -1.4920, 0.7200], [-3.2588, -2.1843, -1.5866], [-1.5296, -1.8495, -1.3243], [0.0703, 3.1420, -2.6165], [0.9263, 2.1598, -1.1054], [0.3760, 2.7759, 0.1339], [1.4998, 2.2145, 1.6249], [1.9717, 2.3164, -1.3640], [0.6107, 1.0651, -1.2084], [-0.5713, 2.3569, 0.4308], [0.4491, 3.8571, 0.0178]], "atomic_forces_ev_per_a": [[-0.3644, -0.4343, -0.6937], [-0.2501, -0.4883, 0.8916], [-0.9761, -0.8993, -0.5349], [0.9231, -0.8101, 0.2838], [-0.2140, 1.4369, 1.0509], [0.5829, 0.2363, -0.0436], [1.0246, 1.1662, 0.2810], [-0.2784, 0.3258, -0.1573], [-0.7314, 0.1915, -0.4866], [0.2135, -0.6606, -0.5119], [-0.9392, 0.7035, 0.0834], [-1.1399, -0.5450, -1.3099], [1.8526, 1.6247, 1.4008], [0.2392, -1.1648, 0.4052], [-0.8708, -1.2640, -0.6832], [0.2217, 0.9036, 0.6461], [-0.8227, -0.2272, 0.2440], [0.7513, 0.3861, -0.9843], [0.0060, 0.5368, -0.2218], [0.7029, -0.8794, 0.4646], [1.9074, -0.2431, 1.6548], [-4.5078, -0.0238, -4.1400], [1.7645, 0.1076, 1.6186], [-0.0030, 0.9613, -0.5579], [-1.0684, 0.2948, 0.4413], [0.0114, -0.3455, 0.1096], [1.6900, -0.3159, 0.9826], [0.2226, -0.7728, 0.3286], [0.1832, -0.5617, -0.1719], [-0.2019, 0.9286, -0.2939], [-1.3593, -0.3589, 1.2409], [0.6991, 0.5447, -1.9852], [1.6191, 0.8736, -1.1139], [0.1196, -0.7529, 1.9158], [0.8227, 0.4634, -0.2836], [-0.5504, -0.2108, -0.3025], [-0.7569, -0.1656, 0.5155], [-0.3095, -0.0521, 0.0301], [0.0929, -0.2004, -0.1468], [-0.3488, -0.1807, 0.1008], [0.0345, 0.5693, -0.5107], [-0.9382, -0.7351, -0.0443], [-0.0964, -0.6349, 1.1084], [0.0768, -0.4420, 0.1434], [0.5176, 0.4154, -0.1499], [0.2348, 0.1741, -0.2934], [0.1959, 0.4836, -0.0539], [0.1072, 0.1686, -0.2185], [-0.0882, -0.3791, -0.0022], [-0.9737, -1.5586, -1.4391], [1.0386, 0.0192, 0.2394], [0.2331, 0.0951, 0.1719], [-0.0497, -0.1556, 0.7154], [0.6535, 1.5601, 0.0710], [-0.5181, 0.4147, -0.3835], [-0.3850, -0.1231, 0.5787]]}

=====

E_tot across the listed records, respectively: -18588.167; -1140942.441; -332526.405 eV.